(1)
{"formula": "C8H9Cl3N3", "method": "ωB97M-V with the def2-TZVPD basis set", "species": ["Cl", "Cl", "Cl", "N", "N", "N", "C", "C", "C", "C", "C", "C", "C", "C", "H", "H", "H", "H", "H", "H", "H", "H", "H"], "xyz": [[-3.798, -2.485, 0.008], [-0.064, 2.421, -0.057], [-5.104, 0.412, -0.112], [-1.500, -1.216, -0.050], [-3.048, 2.568, -0.159], [2.060, 0.309, 1.526], [2.125, -0.414, 0.611], [-1.157, 1.067, -0.078], [2.788, -1.227, -0.329], [-2.844, -1.063, -0.055], [4.287, -0.857, -0.329], [-2.541, 1.338, -0.119], [-3.389, 0.197, -0.097], [-0.611, -0.200, -0.061], [-2.443, 3.372, -0.178], [2.648, -2.278, -0.057], [4.811, -1.509, -1.020], [-1.155, -2.169, -0.027], [1.484, 0.917, 2.075], [2.354, -1.075, -1.322], [-4.047, 2.695, -0.193], [4.429, 0.174, -0.643], [4.715, -0.980, 0.664]], "lowdin_charge": [0.768, 0.686, 0.747, -0.008, 0.151, 0.336, -0.066, -0.633, -0.179, -0.696, -0.050, -0.351, -0.589, -0.105, 0.088, 0.146, 0.091, 0.133, 0.124, 0.141, 0.085, 0.092, 0.091], "mol_weight_da": 253.5, "e_homo_ha": -0.4501, "charge": 1}


(2)
{"formula": "C8H9ClN3", "method": "ωB97M-V with the def2-TZVPD basis set", "species": ["Cl", "N", "N", "N", "C", "C", "C", "C", "C", "C", "C", "C", "H", "H", "H", "H", "H", "H", "H", "H", "H"], "xyz": [[3.683, -0.824, -1.265], [1.242, -2.178, -1.059], [1.148, -0.164, 1.650], [-0.428, 0.302, -0.725], [-0.826, -1.010, -0.641], [-0.721, 0.930, 0.585], [2.142, -1.192, -0.463], [0.439, 0.799, -1.531], [-1.987, 1.604, 0.613], [1.764, -0.524, 0.583], [-0.087, -2.044, -1.107], [0.112, 0.770, 1.650], [-2.824, 0.854, 0.336], [-2.266, 2.034, 1.597], [-0.208, 1.016, 2.689], [-1.994, 2.655, 0.103], [-1.712, -1.205, -0.171], [1.033, 1.650, -1.498], [0.666, 0.157, -2.444], [-0.589, -3.042, -1.429], [1.413, -0.587, 2.526]], "lowdin_charge": [0.720, 0.053, 0.134, -0.107, -0.117, -0.234, -0.658, 0.128, -0.035, 0.005, -0.141, 0.005, 0.138, 0.099, 0.161, 0.143, 0.097, 0.102, 0.155, 0.164, 0.186], "mol_weight_da": 182.6, "e_homo_ha": -0.4307, "charge": 1}


(3)
{"formula": "C8H9ClO3Pt", "method": "ωB97M-V with the def2-TZVPD basis set", "species": ["Pt", "Cl", "O", "O", "O", "C", "C", "C", "C", "C", "C", "C", "C", "H", "H", "H", "H", "H", "H", "H", "H", "H"], "xyz": [[0.170, 0.314, 0.928], [0.230, 4.873, -1.124], [0.540, -1.966, 2.640], [-1.659, 1.928, 2.812], [3.048, 1.113, 1.579], [-1.201, -1.789, -0.458], [-1.996, -0.616, -0.494], [1.137, 0.609, -2.218], [-1.210, 0.456, -1.033], [1.953, 0.766, 1.341], [-0.979, 1.354, 2.080], [0.129, -1.457, -0.904], [0.126, -0.092, -1.329], [1.049, 0.348, -3.278], [1.066, -1.679, 3.418], [1.016, 1.690, -2.113], [-1.555, -2.783, -0.226], [-3.064, -0.551, -0.279], [0.950, -2.147, -1.061], [-1.546, 1.444, -1.401], [2.144, 0.312, -1.876], [-0.347, -2.127, 2.996]], "lowdin_charge": [1.219, 0.039, -0.049, 0.215, 0.209, 0.039, -0.018, 0.021, -0.049, -0.183, -0.175, -0.006, -0.356, 0.132, 0.089, 0.081, 0.148, 0.153, 0.154, 0.157, 0.110, 0.070], "mol_weight_da": 383.7, "multiplicity": 5, "e_homo_ha": [-0.6211, -0.6342], "charge": 2, "s2": 6.014}


(4)
{"formula": "C8H9F3NOS", "method": "ωB97M-V with the def2-TZVPD basis set", "species": ["S", "F", "F", "F", "O", "N", "C", "C", "C", "C", "C", "C", "C", "C", "H", "H", "H", "H", "H", "H", "H", "H", "H"], "xyz": [[-1.648, 1.121, -1.068], [-1.868, 3.968, -0.861], [-0.351, 2.996, 0.489], [-2.462, 2.968, 0.933], [-2.994, 0.659, -1.143], [-0.745, 1.349, -2.967], [1.324, -1.729, 1.085], [-1.605, 2.911, -0.029], [1.794, -0.616, 0.271], [-0.451, 0.005, -0.238], [0.912, 0.212, -0.383], [2.293, -2.689, 1.737], [-0.088, -1.897, 1.063], [-0.957, -1.109, 0.421], [1.788, -3.612, 1.694], [-1.615, 1.279, -3.472], [1.465, 1.038, -0.882], [-0.610, -2.715, 1.598], [2.320, -2.377, 2.794], [-2.063, -1.243, 0.563], [-0.551, 2.372, -3.003], [3.276, -2.515, 1.369], [2.835, -0.375, 0.028]], "lowdin_charge": [1.119, 0.130, 0.133, 0.224, -0.305, 0.057, -0.165, -0.565, 0.000, -0.329, -0.091, -0.005, -0.035, -0.077, 0.076, 0.026, 0.139, 0.143, 0.109, 0.150, 0.054, 0.081, 0.130], "mol_weight_da": 224.2, "e_homo_ha": -0.4956, "charge": 1}


(5)
{"formula": "C8H9N", "method": "ωB97M-V with the def2-TZVPD basis set", "species": ["N", "C", "C", "C", "C", "C", "C", "C", "C", "H", "H", "H", "H", "H", "H", "H", "H", "H"], "xyz": [[3.577, 0.180, -0.008], [2.548, -0.597, 0.191], [0.034, -0.690, 1.372], [2.526, 1.025, -0.104], [-0.431, 1.280, -0.169], [0.027, -0.043, -0.032], [-0.951, 2.338, -0.157], [-0.701, -0.848, -1.135], [1.425, 0.040, -0.532], [1.565, -0.187, -1.631], [-1.039, 3.333, -0.387], [0.063, 0.094, 2.057], [-0.657, -0.298, -2.106], [-0.279, -1.786, -1.385], [2.372, 1.936, 0.416], [0.953, -1.270, 1.480], [-1.711, -0.941, -0.862], [-0.901, -1.241, 1.511]], "lowdin_charge": [0.136, -0.062, 0.005, -0.102, -0.133, -0.531, 0.164, -0.026, -0.227, 0.172, 0.015, 0.066, 0.108, 0.078, 0.111, 0.060, 0.071, 0.095], "mol_weight_da": 119.2, "e_homo_ha": [-0.3078, -0.3077]}


(6)
{"formula": "C8H9N2O2", "method": "ωB97M-V with the def2-TZVPD basis set", "species": ["O", "O", "N", "N", "C", "C", "C", "C", "C", "C", "C", "C", "H", "H", "H", "H", "H", "H", "H", "H", "H"], "xyz": [[-2.445, -2.208, -0.248], [-1.458, 2.118, 0.242], [-0.346, -1.234, 0.298], [-2.256, -0.008, 0.327], [2.243, -0.398, -0.259], [1.160, 0.592, -0.624], [-1.689, -1.324, 0.132], [0.605, -0.575, 1.569], [-1.261, 0.903, 0.331], [0.029, 0.220, 0.380], [2.059, -0.789, 1.168], [-3.617, 0.506, 0.425], [2.305, -1.277, -0.949], [2.609, -0.125, 1.760], [-4.169, 0.058, -0.350], [0.620, 0.492, -1.713], [3.251, -0.117, -0.552], [-3.897, 0.309, 1.516], [2.524, -1.764, 1.574], [-3.390, 1.655, 0.207], [1.422, 1.685, -0.638]], "lowdin_charge": [0.020, 0.005, 0.085, -0.013, -0.262, -0.121, -0.494, -0.041, -0.429, -0.376, -0.268, -0.022, 0.108, 0.062, 0.054, 0.152, 0.084, 0.110, 0.120, 0.117, 0.108], "mol_weight_da": 165.2, "e_homo_ha": -0.1262, "charge": -1}


(7)
{"formula": "C8H9N2O2", "method": "ωB97M-V with the def2-TZVPD basis set", "species": ["O", "O", "N", "N", "C", "C", "C", "C", "C", "C", "C", "C", "H", "H", "H", "H", "H", "H", "H", "H", "H"], "xyz": [[-0.370, -0.144, -3.143], [2.427, 0.034, 2.823], [1.543, -0.661, -1.617], [2.309, -0.065, 0.577], [-1.229, -0.037, -0.327], [1.347, -0.242, -0.380], [1.719, 0.104, 1.864], [-2.056, 0.418, 1.815], [-2.295, 0.243, 0.452], [-0.847, 0.426, 2.446], [0.042, -0.062, 0.275], [0.228, 0.199, 1.606], [-3.369, 0.473, 0.155], [-0.898, -0.890, -3.489], [-2.851, 0.639, 2.467], [-0.845, 0.556, 3.555], [2.517, -0.690, -2.004], [-1.207, -0.248, -1.482], [-0.237, 0.647, -3.864], [3.339, -0.333, 0.516], [0.732, -0.367, -2.245]], "lowdin_charge": [-0.091, 0.179, 0.222, 0.178, 0.003, -0.204, -0.328, -0.054, -0.038, 0.028, -0.105, -0.066, 0.152, 0.111, 0.106, 0.156, 0.167, 0.127, 0.207, 0.218, 0.031], "mol_weight_da": 165.2, "e_homo_ha": -0.5030, "charge": 1}


(8)
{"formula": "C8H9N3", "method": "ωB97M-V with the def2-TZVPD basis set", "species": ["N", "N", "N", "C", "C", "C", "C", "C", "C", "C", "C", "H", "H", "H", "H", "H", "H", "H", "H", "H"], "xyz": [[0.622, -1.621, 0.305], [-1.171, 0.772, 0.515], [0.679, 1.473, 1.798], [-1.869, -0.087, -0.386], [1.748, -1.145, 0.363], [-1.263, -1.298, -1.044], [-0.928, 2.172, -1.608], [-0.334, 0.718, 1.570], [-1.204, 1.220, -0.733], [2.914, -0.695, 0.830], [-0.158, -1.947, -0.783], [-1.382, 2.017, -2.532], [1.049, 1.136, 2.672], [-0.491, 3.091, -1.371], [-1.901, -1.600, -1.834], [0.151, -2.778, -1.322], [3.758, -1.354, 0.715], [-0.500, -0.219, 2.195], [-2.872, -0.256, -0.339], [3.153, 0.398, 0.989]], "lowdin_charge": [0.094, 0.026, 0.095, -0.124, -0.161, -0.040, 0.090, -0.289, -0.220, 0.002, -0.138, 0.037, 0.031, 0.043, 0.097, 0.097, 0.038, 0.146, 0.106, 0.071], "mol_weight_da": 147.2, "e_homo_ha": -0.3117}


(9)
{"formula": "C8H9N3O3", "method": "ωB97M-V with the def2-TZVPD basis set", "species": ["O", "O", "O", "N", "N", "N", "C", "C", "C", "C", "C", "C", "C", "C", "H", "H", "H", "H", "H", "H", "H", "H", "H"], "xyz": [[-0.566, -0.601, -3.741], [2.341, -0.021, -0.742], [-1.780, 1.172, -2.129], [1.664, -0.829, -3.226], [1.155, 0.322, -0.716], [-1.100, 0.340, -1.176], [0.217, 0.210, -1.610], [0.414, -0.427, -3.064], [0.568, 0.813, 0.549], [-1.681, -0.264, 1.031], [-1.246, -0.734, 2.223], [-0.959, 0.750, 0.217], [1.022, 0.037, 1.736], [0.180, -0.615, 2.541], [1.916, -1.645, -3.668], [2.380, -0.413, -2.599], [-1.936, -1.312, 2.870], [0.966, 1.847, 0.790], [0.511, -1.093, 3.445], [-1.357, 1.803, 0.539], [-2.715, -0.398, 0.575], [-1.542, 0.777, -3.039], [2.082, 0.123, 2.118]], "lowdin_charge": [0.073, 0.012, 0.019, 0.203, -0.149, 0.014, -0.090, -0.436, -0.173, -0.084, -0.100, -0.224, -0.071, -0.117, 0.094, 0.109, 0.106, 0.162, 0.091, 0.186, 0.127, 0.116, 0.131], "mol_weight_da": 195.2, "multiplicity": 3, "e_homo_ha": [-0.1727, -0.2803], "s2": 2.020}


(10)
{"formula": "C8H9NO", "method": "ωB97M-V with the def2-TZVPD basis set", "species": ["O", "N", "C", "C", "C", "C", "C", "C", "C", "C", "H", "H", "H", "H", "H", "H", "H", "H", "H"], "xyz": [[-0.329, 1.735, 1.962], [1.135, -2.200, -0.260], [-1.621, 0.210, 0.019], [1.739, 0.625, 1.965], [0.430, -1.133, -0.483], [-1.268, -0.712, -2.292], [-0.135, -0.057, 0.438], [-2.085, -0.217, -1.177], [0.393, 0.781, 1.440], [0.004, -0.983, -1.919], [2.368, 1.032, 1.189], [-3.134, -0.014, -1.411], [-2.138, 0.730, 0.788], [2.048, 1.224, 2.843], [1.273, -2.862, -1.057], [2.036, -0.435, 2.002], [-1.115, 1.967, 1.490], [0.980, -1.180, -2.452], [-1.676, -0.684, -3.303]], "lowdin_charge": [0.105, 0.109, -0.033, -0.012, -0.331, -0.079, -0.062, -0.118, -0.356, -0.067, 0.090, 0.096, 0.081, 0.103, 0.062, 0.098, 0.091, 0.121, 0.102], "mol_weight_da": 135.2, "e_homo_ha": -0.2879}


(11)
{"formula": "C8H9NO2S", "method": "ωB97M-V with the def2-TZVPD basis set", "species": ["S", "O", "O", "N", "C", "C", "C", "C", "C", "C", "C", "C", "H", "H", "H", "H", "H", "H", "H", "H", "H"], "xyz": [[0.734, -2.029, 0.249], [-0.353, -2.062, 1.495], [1.856, -2.834, 0.661], [1.533, -1.077, 2.706], [-0.164, 0.548, 1.446], [0.447, 1.111, -2.181], [-1.869, 0.510, -1.905], [0.475, -0.970, 1.692], [-0.457, 0.617, 0.022], [0.615, 0.899, -0.835], [-1.812, 0.368, -0.496], [-0.802, 0.983, -2.734], [1.805, -2.019, 2.775], [-2.776, 0.065, 0.107], [1.206, 1.604, -2.762], [1.646, 0.994, -0.412], [0.405, 1.410, 1.708], [-0.935, 1.326, -3.678], [-2.842, 0.345, -2.366], [-0.998, 0.727, 2.157], [2.289, -0.514, 2.348]], "lowdin_charge": [0.964, -0.221, -0.454, 0.143, -0.092, -0.102, -0.085, -0.566, -0.328, -0.104, -0.005, -0.066, 0.053, 0.152, 0.106, 0.122, 0.102, 0.068, 0.090, 0.128, 0.093], "mol_weight_da": 183.2, "multiplicity": 3, "e_homo_ha": [-0.1522, -0.2976], "s2": 2.020}


(12)
{"formula": "C8H9NO3S", "method": "ωB97M-V with the def2-TZVPD basis set", "species": ["S", "O", "O", "O", "N", "C", "C", "C", "C", "C", "C", "C", "C", "H", "H", "H", "H", "H", "H", "H", "H", "H"], "xyz": [[-4.633, -0.240, -0.509], [-3.654, 0.999, -0.031], [-4.345, -1.300, 0.771], [-5.961, 0.264, -0.329], [-0.752, 0.747, 0.555], [1.513, 0.754, -0.049], [1.068, -0.566, 0.122], [3.190, -1.384, -0.543], [1.898, -1.648, -0.127], [2.811, 1.008, -0.441], [3.641, -0.076, -0.688], [-0.319, -0.456, 0.512], [0.342, 1.642, 0.241], [1.540, -2.660, -0.011], [4.658, 0.096, -1.009], [-2.715, 0.810, 0.141], [0.509, 2.311, 1.089], [-4.905, -1.098, 1.528], [3.172, 2.019, -0.562], [-0.976, -1.286, 0.717], [3.861, -2.201, -0.763], [0.059, 2.265, -0.612]], "lowdin_charge": [0.868, -0.304, -0.310, -0.421, 0.034, -0.156, -0.162, -0.082, -0.022, -0.026, -0.076, -0.077, -0.143, 0.113, 0.103, 0.000, 0.135, 0.052, 0.113, 0.123, 0.103, 0.136], "mol_weight_da": 199.2, "e_homo_ha": -0.3523}


E_tot per entry: -50471.160; -25421.267; -30329.734; -30956.304; -9924.863; -15515.251; -15510.548; -12906.811; -19045.705; -11976.551; -24854.622; -26909.299 eV
Energy above the lowest of the compared OMol25 structures with the same formula, charge and spin per entry: 0.0; 481.4; 0.0; 196.2; 649.3; 209.9; 9.0; 520.9; 0.0; 318.2; 412.1; 0.0 kJ/mol